No. 1
Molecular formula: C4H11NS
Method: DFT, ωB97M-V/def2-TZVPD

Cartesian coordinates (Å):
C (-0.204583, 2.173440, 0.675839)
S (-0.478801, 2.533972, -1.050275)
C (-0.785382, 0.762651, -1.674867)
H (-1.189037, 2.427843, 1.124450)
H (0.027737, 1.162184, 1.025258)
H (0.588920, 2.848848, 1.196938)
H (-1.388146, 0.649448, -2.665360)
H (-1.348230, 0.186089, -0.931217)
H (0.301208, 0.416669, -1.951769)
C (1.527440, -1.572681, -0.229363)
C (0.376119, -1.986854, 0.382778)
N (-0.196141, -1.548596, 1.570132)
H (1.932608, -0.521112, 0.112385)
H (2.022231, -2.245545, -0.902861)
H (-0.192551, -2.663354, -0.242744)
H (0.162033, -0.692897, 2.036967)
H (-1.155421, -1.930099, 1.523707)

Cartesian forces (eV/Å) of the 3 atoms listed first:
C -0.07 1.38 2.37
S -0.14 -1.38 -1.24
C 1.43 0.28 -2.01

E_tot = -611.8511 a.u.
total charge = 0
relative energy (zero: lowest compared OMol25 entry of this formula, charge and spin) = 239.1 kJ/mol
gap between HOMO and LUMO = 0.330 Eh
structure (SMILES) = C=CN.CSC

***

No. 2
Molecular formula: C4H12NO
Method: DFT, ωB97M-V/def2-TZVPD

Cartesian coordinates (Å):
C (0.070259, -0.075627, 2.538676)
C (1.172234, -0.428338, 1.444433)
C (0.547708, 0.184681, 0.262795)
C (0.373347, 1.511805, 0.063979)
N (0.236975, -0.786761, -0.861764)
H (-0.977246, -0.015061, 2.223783)
H (0.120928, -0.951386, 3.216944)
H (0.361167, 0.846194, 3.043892)
H (2.224690, -0.178758, 1.556912)
H (1.187958, -1.523404, 1.448130)
H (0.591114, 2.131527, 0.929358)
H (0.115224, 2.025721, -0.857561)
H (0.921019, -0.825221, -1.635040)
H (-0.720016, -0.662440, -1.272965)
H (0.224708, -1.701930, -0.392611)
H (-2.526166, -0.702908, -2.916620)
H (-2.202235, 0.669899, -2.504125)
O (-1.766981, -0.145780, -2.777254)

Cartesian forces (eV/Å) of the 3 atoms listed first:
C 0.72 0.40 0.99
C -1.03 -0.85 -0.65
C 1.19 -3.01 -1.16

E_tot = -288.7981 a.u.
total charge = +2
multiplicity = 2
relative energy (zero: lowest compared OMol25 entry of this formula, charge and spin) = 160.0 kJ/mol
gap between HOMO and LUMO (spin up / spin down) = 0.377 / 0.226 Eh

***

No. 3
Molecular formula: C5H4N2
Method: DFT, ωB97M-V/def2-TZVPD

Cartesian coordinates (Å):
C (2.651526, -0.403261, -0.081960)
C (1.474913, -0.147937, 0.004535)
C (0.101049, 0.178828, 0.099226)
C (-0.902232, -0.755772, 0.442808)
N (-2.096103, -0.699038, -0.055457)
N (-1.480143, 1.402808, -1.025423)
C (-0.362950, 1.450781, -0.473340)
H (3.689929, -0.634568, -0.140888)
H (-0.595271, -1.508163, 1.188155)
H (-2.767423, -1.230773, 0.523952)
H (0.286706, 2.347097, -0.481607)

Cartesian forces (eV/Å) of the 3 atoms listed first:
C 0.04 -0.01 0.04
C -0.57 0.11 0.45
C 1.19 0.11 -0.64

E_tot = -302.2316 a.u.
total charge = 0
relative energy (zero: lowest compared OMol25 entry of this formula, charge and spin) = 516.6 kJ/mol
gap between HOMO and LUMO (spin up / spin down) = 0.313 / 0.251 Eh